{"formula": "C25H23BrF3FeN3OP", "method": "wB97M-V/def2-TZVPD", "symbols": ["Fe", "Br", "C", "C", "C", "C", "O", "C", "C", "N", "C", "C", "C", "C", "C", "C", "C", "C", "N", "C", "C", "H", "H", "H", "H", "H", "H", "H", "H", "H", "H", "C", "P", "C", "C", "H", "H", "H", "H", "H", "H", "H", "H", "H", "F", "C", "F", "F", "C", "C", "C", "N", "C", "C", "H", "H", "H", "H"], "positions_angstrom": [[-0.60, -0.18, 0.27], [-2.29, 2.25, -6.37], [-2.12, 1.46, -4.67], [-3.03, 0.47, -4.28], [-2.95, -0.13, -3.04], [-1.93, 0.23, -2.16], [-1.88, -0.36, -0.97], [-1.00, 1.24, -2.55], [0.05, 1.68, -1.71], [0.33, 1.24, -0.51], [1.41, 1.76, 0.26], [2.24, 2.81, -0.05], [3.28, 3.17, 0.84], [3.48, 2.49, 2.01], [2.63, 1.41, 2.36], [2.77, 0.64, 3.53], [1.91, -0.40, 3.77], [0.89, -0.67, 2.84], [0.72, 0.04, 1.74], [1.59, 1.07, 1.48], [-1.12, 1.84, -3.82], [-3.82, 0.17, -4.96], [-3.65, -0.89, -2.75], [0.68, 2.47, -2.11], [2.13, 3.37, -0.97], [3.92, 3.99, 0.57], [4.28, 2.77, 2.68], [3.56, 0.87, 4.23], [2.00, -1.02, 4.65], [0.20, -1.49, 3.01], [-0.42, 2.61, -4.11], [-2.58, -0.01, 3.07], [-2.12, 0.97, 1.62], [-3.66, 1.32, 0.74], [-1.51, 2.55, 2.25], [-3.39, 0.51, 3.59], [-1.74, -0.10, 3.76], [-2.93, -1.00, 2.78], [-4.35, 1.82, 1.42], [-4.10, 0.40, 0.38], [-3.46, 1.97, -0.11], [-2.27, 3.01, 2.89], [-1.29, 3.23, 1.42], [-0.60, 2.40, 2.83], [1.73, -6.45, -1.21], [2.36, -5.39, -1.72], [2.29, -5.47, -3.06], [3.64, -5.44, -1.36], [1.70, -4.11, -1.25], [2.45, -3.04, -0.81], [1.80, -1.89, -0.41], [0.46, -1.77, -0.44], [-0.26, -2.82, -0.89], [0.32, -4.00, -1.29], [3.53, -3.09, -0.78], [2.35, -1.03, -0.06], [-1.33, -2.67, -0.93], [-0.30, -4.82, -1.63]], "mulliken_spin": [1.00, 0.00, 0.02, -0.01, 0.02, 0.00, 0.06, 0.00, -0.01, -0.03, -0.01, 0.00, 0.00, 0.00, 0.00, 0.00, 0.00, 0.00, -0.02, 0.01, -0.01, 0.00, 0.00, 0.00, 0.00, 0.00, 0.00, 0.00, 0.00, 0.00, 0.00, 0.00, -0.05, 0.00, 0.00, 0.00, 0.00, 0.00, 0.00, 0.00, 0.00, 0.00, 0.00, 0.00, 0.00, 0.00, 0.00, 0.00, 0.00, 0.00, 0.01, 0.00, 0.02, 0.00, 0.00, 0.00, 0.00, 0.00], "de_lowest_kj_mol": 0.0, "multiplicity": 2, "e_tot_ev": -154675.2252, "charge": 2, "gap_ha": [0.2364, 0.2437], "s_squared": 0.796}

{"formula": "C21H23NO3S2", "method": "wB97M-V/def2-TZVPD", "symbols": ["C", "O", "C", "C", "C", "C", "C", "S", "C", "S", "N", "C", "C", "O", "C", "C", "C", "C", "C", "C", "C", "C", "C", "C", "O", "C", "C", "H", "H", "H", "H", "H", "H", "H", "H", "H", "H", "H", "H", "H", "H", "H", "H", "H", "H", "H", "H", "H", "H", "H"], "positions_angstrom": [[8.99, 2.91, -2.47], [8.14, 3.40, -1.43], [7.01, 2.67, -1.15], [6.12, 3.21, -0.19], [4.92, 2.58, 0.09], [4.52, 1.40, -0.51], [3.23, 0.71, 0.04], [2.07, 1.53, 1.17], [1.29, 0.29, 2.33], [2.34, -0.98, 2.56], [-0.07, 0.21, 2.53], [-0.52, -0.92, 3.37], [-2.01, -1.16, 3.25], [-2.72, 0.07, 3.46], [-2.35, 1.14, 2.60], [-0.85, 1.42, 2.70], [2.45, 0.15, -1.19], [2.76, 0.13, -2.60], [2.12, -0.70, -3.54], [1.02, -1.45, -3.10], [0.57, -1.31, -1.76], [1.29, -0.52, -0.87], [-0.59, -2.23, -1.58], [-0.71, -2.91, -2.94], [0.34, -2.38, -3.85], [5.39, 0.90, -1.50], [6.60, 1.51, -1.82], [9.83, 3.60, -2.43], [9.33, 1.89, -2.28], [8.49, 2.97, -3.43], [6.41, 4.09, 0.35], [4.27, 2.96, 0.86], [3.62, -0.18, 0.69], [-0.28, -0.66, 4.41], [0.08, -1.79, 3.10], [-2.23, -1.57, 2.25], [-2.36, -1.83, 4.06], [-2.95, 1.99, 2.95], [-2.58, 0.90, 1.54], [-0.64, 1.82, 3.69], [-0.52, 2.17, 1.99], [3.55, 0.77, -2.99], [2.47, -0.80, -4.57], [0.89, -0.48, 0.13], [-0.42, -2.94, -0.75], [-1.50, -1.65, -1.31], [-1.68, -2.71, -3.40], [-0.58, -3.98, -2.85], [5.20, -0.01, -2.05], [7.29, 1.08, -2.56]], "mulliken_charge": [-0.83, -0.45, 0.90, -0.88, -0.42, -0.04, 0.46, -0.22, 0.20, -0.27, 0.24, -0.62, -0.57, -0.38, -0.64, -0.47, 0.43, -0.51, -1.33, 0.03, 0.00, 0.12, -0.47, -0.42, -0.54, -0.77, -0.49, 0.24, 0.33, 0.35, 0.43, 0.33, 0.12, 0.35, 0.46, 0.28, 0.32, 0.33, 0.31, 0.30, 0.40, 0.77, 0.41, 0.25, 0.23, 0.18, 0.28, 0.29, 0.70, 0.30], "de_lowest_kj_mol": 0.0, "multiplicity": 1, "e_tot_ev": -51450.4642, "gap_ha": 0.2807}

{"formula": "CH10BrN2Tc", "method": "wB97M-V/def2-TZVPD", "symbols": ["C", "Tc", "N", "N", "H", "H", "H", "H", "H", "H", "H", "H", "H", "H", "Br"], "positions_angstrom": [[1.35, -1.90, -2.31], [-0.04, 0.19, 1.81], [-1.87, 1.00, 2.37], [0.42, 1.54, -0.20], [-1.72, 1.24, 3.36], [0.37, -1.91, -2.71], [1.69, -2.92, -2.43], [1.42, -1.45, -1.38], [1.95, -1.46, -3.09], [0.93, 2.34, 0.19], [-0.29, 2.05, -0.75], [1.05, 1.17, -0.93], [-2.16, 1.91, 2.02], [-2.78, 0.53, 2.44], [-0.32, -2.34, 1.61]], "mulliken_spin": [0.00, 2.90, -0.03, 0.00, 0.00, 0.00, 0.00, 0.00, 0.00, 0.00, 0.00, 0.00, 0.01, 0.01, 0.12], "de_lowest_kj_mol": 150.8, "multiplicity": 4, "e_tot_ev": -76412.5001, "charge": 1, "gap_ha": [0.2829, 0.2805], "s_squared": 3.763}